Record 1
Here is one molecule with the formula C5H10O from the Open Molecules 2025 dataset. Energies are from the ωB97M-V functional and the def2-TZVPD basis.

Output
E_LUMO: 0.707 eV
E_tot: -271.56600 hartree
ΔE to the lowest compared entry with this formula, charge and spin: 490.0 kJ/mol
Kohn-Sham gap: 0.2900 Eh

```
16
Properties=species:S:1:pos:R:3:lowdin_charge:R:1
C 2.2515 0.7350 -0.9364 -0.0834
C -0.0789 0.8692 -0.1956 -0.0415
O 1.0513 -0.0403 -1.1010 -0.1544
C -0.1195 0.0548 1.0479 -0.4082
C -1.4480 0.0370 1.7370 -0.1387
C -0.9150 -1.2430 1.1658 -0.1361
H 3.1015 0.1593 -1.3069 0.0905
H 2.3721 1.0207 0.1115 0.0854
H 2.0791 1.6368 -1.5189 0.0929
H -0.9606 0.6081 -0.8026 0.0475
H 1.1388 -0.9178 -0.6825 0.1375
H 0.7436 0.1279 1.7167 0.1209
H -1.4610 0.1619 2.8149 0.0989
H -2.2614 0.5347 1.2159 0.1016
H -1.3831 -1.6227 0.2594 0.0971
H -0.5880 -2.0078 1.8670 0.0901
```

=====

Record 2
Here is C2H3NOS as an isolated structure from the Open Molecules 2025 dataset. Energies are from the ωB97M-V functional and the def2-TZVPD basis.

Output
E_LUMO: -1.456 eV
E_tot: -606.03253 hartree
ΔE to the lowest compared entry with this formula, charge and spin: 406.5 kJ/mol
Kohn-Sham gap: 0.2845 Eh

```
8
Properties=species:S:1:pos:R:3:lowdin_charge:R:1
C -1.0221 -0.7370 -0.4086 -0.7314
C 1.0310 0.6251 0.1804 -0.5010
N 0.2501 -0.5773 -0.0287 0.0255
O 0.7827 1.7298 -0.1280 0.0879
S -2.3223 0.0000 0.2749 0.6493
H -1.2008 -1.5492 -1.1870 0.0946
H 0.3587 0.1967 1.0921 0.2095
H 2.1227 0.3120 0.2049 0.1656
```